ORCA calculation (ωB97M-V with the def2-TZVPD basis set) on 2 unconnected molecules or ions with the total composition C4H14NS2 in a non-equilibrium geometry.

Output
net charge = +1
HOMO level = -0.4787 Eh
Kohn-Sham gap = 9.620 eV
electronic energy = -1011.659347 Eh
LUMO level = -3.405 eV

```
21
Properties=species:S:1:pos:R:3:mulliken_charge:R:1
H 2.06142 0.00932 -2.49156 0.312
C -0.65783 -0.83823 0.87570 -0.437
C 0.18429 1.08633 -2.14907 -0.333
C 1.64580 0.82566 -1.85697 -0.992
S -0.35524 2.70407 -1.34777 -0.275
H 1.87633 0.58576 -0.81482 0.246
H 0.20581 -1.12906 0.18983 0.331
N -0.46292 0.66693 1.27719 -0.113
H 0.41307 0.75662 1.76193 0.381
H -1.51885 -0.96180 0.18754 0.369
H -0.35118 0.15805 -1.81034 0.207
H 2.27997 1.75132 -2.15430 0.352
H -1.23105 0.93005 1.91871 0.380
H -0.00572 1.20974 -3.21955 0.413
H 0.93353 -3.22197 1.45594 0.141
H -0.44463 1.30665 0.46310 -0.052
H -1.76304 -1.75754 2.60045 0.401
C -0.77376 -1.74583 2.13412 -0.750
S -0.34150 -3.50057 1.67829 -0.138
H -0.00957 -1.32132 2.82276 0.353
H -1.68494 2.48579 -1.52117 0.204
```